C10H10BiN2O4S as an isolated structure in a non-equilibrium geometry. Source: the Open Molecules 2025 dataset; level of theory: ωB97M-V/def2-TZVPD.

CARTESIAN COORDINATES (ANGSTROEM)
Bi1 0.419 -1.341 -0.503
C1 2.070 -0.127 0.195
O1 2.906 0.576 0.598
C2 2.090 -3.038 -0.900
O2 2.967 -3.750 -1.041
C3 0.729 -0.708 -2.679
O3 0.968 -0.258 -3.717
C4 0.091 -2.295 1.539
O4 0.020 -2.669 2.645
C5 -1.741 -2.482 -1.259
H1 -2.300 -2.431 -0.302
H2 -2.041 -1.776 -2.059
C6 -0.741 -3.428 -1.469
H3 -0.254 -3.538 -2.461
H4 -0.515 -4.206 -0.711
C7 -0.848 3.331 -0.582
N1 -0.415 2.651 0.626
C8 0.259 3.209 1.717
C9 0.458 2.207 2.628
N2 -0.103 1.067 2.042
C10 -0.694 1.343 0.828
S1 -1.758 0.487 -0.250
H5 -0.398 2.909 -1.486
H6 -1.934 3.283 -0.711
H7 -0.545 4.370 -0.501
H8 0.533 4.263 1.703
H9 0.931 2.181 3.624
H10 -0.155 0.170 2.483

Computed properties:
Orbital gap (spin up / spin down): 5.921 / 5.922 eV
HOMO (spin up / spin down): -19.04 / -19.04 eV
Charge: +3
Max |F|: 12.894 eV/A